# C36H91N5O12

A 7-piece molecular cluster, C36H91N5O12 overall in a non-equilibrium geometry (wB97M-V/def2-TZVPD, the OMol25 dataset).

Output
**Energy above the lowest of the compared OMol25 structures with the same formula, charge and spin**: 330.4 kJ/mol
**Gap between HOMO and LUMO**: 0.33262 Ha
**Charge**: 0
**DFT total energy**: -2602.519578 Ha
**E_HOMO**: -8.473 eV

Each atom is followed by the atoms it is bonded to, with distances in Å.
Atoms and positions in Å:
1 C -5.363 -5.747 0.105  O2 1.397, H10 1.089, H11 1.097, H12 1.095
2 O -4.627 -5.288 -0.991  C1 1.397, C3 1.413
3 C -3.584 -4.382 -0.697  O2 1.413, C4 1.518, H13 1.095, H14 1.097
4 C -3.048 -3.736 -1.962  C3 1.518, N5 1.458, H15 1.099, H16 1.088
5 N -3.900 -2.633 -2.389  C4 1.458, C6 1.459, H17 1.015
6 C -3.380 -1.894 -3.534  N5 1.459, C7 1.539, H18 1.098, H19 1.096
7 C -1.936 -1.380 -3.398  C6 1.539, O8 1.409, H20 1.091, H21 1.097
8 O -0.981 -2.363 -3.725  C7 1.409, C9 1.403
9 C -0.787 -2.568 -5.100  O8 1.403, H22 1.093, H23 1.094, H24 1.099
10 H -6.226 -6.327 -0.218  C1 1.089
11 H -5.787 -4.931 0.703  C1 1.097
12 H -4.790 -6.354 0.814  C1 1.095
13 H -2.814 -4.906 -0.123  C3 1.095
14 H -3.958 -3.554 -0.083  C3 1.097
15 H -2.923 -4.537 -2.704  C4 1.099
16 H -2.059 -3.321 -1.783  C4 1.088
17 H -4.785 -3.002 -2.722  N5 1.015
18 H -3.910 -0.944 -3.679  C6 1.098
19 H -3.561 -2.396 -4.492  C6 1.096
20 H -1.736 -1.052 -2.377  C7 1.091
21 H -1.854 -0.478 -4.016  C7 1.097
22 H -1.710 -2.639 -5.680  C9 1.093
23 H -0.219 -3.418 -5.488  C9 1.094
24 H -0.152 -1.752 -5.471  C9 1.099
25 C -1.358 -2.775 1.770  O26 1.389, H34 1.096, H35 1.091, H36 1.096
26 O -2.150 -3.364 2.746  C25 1.389, C27 1.404
27 C -1.910 -3.133 4.110  O26 1.404, C28 1.528, H37 1.094, H38 1.104
28 C -2.966 -3.834 4.964  C27 1.528, N29 1.488, H39 1.092, H40 1.089
29 N -4.313 -3.241 4.741  C28 1.488, C30 1.478, H41 1.018
30 C -4.405 -1.896 5.345  N29 1.478, C31 1.536, H42 1.090, H43 1.094
31 C -4.536 -1.946 6.874  C30 1.536, O32 1.439, H44 1.094, H45 1.092
32 O -3.258 -1.699 7.490  C31 1.439, C33 1.378
33 C -3.314 -0.988 8.669  O32 1.378, H46 1.097, H47 1.093, H48 1.103
34 H -1.643 -1.720 1.685  C25 1.096
35 H -1.545 -3.250 0.806  C25 1.091
36 H -0.271 -2.889 1.863  C25 1.096
37 H -1.701 -2.075 4.292  C27 1.094
38 H -0.990 -3.719 4.279  C27 1.104
39 H -2.714 -3.711 6.020  C28 1.092
40 H -2.936 -4.915 4.834  C28 1.089
41 H -4.346 -2.979 3.758  N29 1.018
42 H -5.260 -1.389 4.899  C30 1.090
43 H -3.517 -1.290 5.147  C30 1.094
44 H -4.762 -2.959 7.222  C31 1.094
45 H -5.343 -1.320 7.260  C31 1.092
46 H -3.937 -0.085 8.641  C33 1.097
47 H -2.314 -0.706 9.008  C33 1.093
48 H -3.697 -1.623 9.487  C33 1.103
49 C 5.326 4.522 -0.720  O50 1.426, H58 1.089, H59 1.097, H60 1.090
50 O 5.502 3.153 -1.074  C49 1.426, C51 1.439
51 C 4.360 2.563 -1.721  O50 1.439, C52 1.507, H61 1.096, H62 1.095
52 C 4.889 1.360 -2.459  C51 1.507, N53 1.466, H63 1.097, H64 1.090
53 N 3.893 0.835 -3.398  C52 1.466, C54 1.455, H65 1.008
54 C 4.483 -0.099 -4.345  N53 1.455, C55 1.521, H66 1.095, H67 1.097
55 C 4.982 0.482 -5.659  C54 1.521, O56 1.409, H68 1.098, H69 1.094
56 O 5.127 -0.610 -6.537  C55 1.409, C57 1.433
57 C 5.893 -0.314 -7.712  O56 1.433, H70 1.094, H71 1.085, H72 1.090
58 H 4.362 4.871 -0.354  C49 1.089
59 H 5.613 5.123 -1.592  C49 1.097
60 H 6.156 4.682 -0.031  C49 1.090
61 H 4.060 3.365 -2.405  C51 1.096
62 H 3.508 2.347 -1.068  C51 1.095
63 H 5.239 0.558 -1.798  C52 1.097
64 H 5.723 1.686 -3.081  C52 1.090
65 H 3.092 0.414 -2.954  N53 1.008
66 H 3.629 -0.736 -4.593  C54 1.095
67 H 5.294 -0.714 -3.935  C54 1.097
68 H 5.993 0.875 -5.483  C55 1.098
69 H 4.291 1.250 -6.017  C55 1.094
70 H 5.386 0.497 -8.245  C57 1.094
71 H 5.802 -1.211 -8.317  C57 1.085
72 H 6.890 0.018 -7.422  C57 1.090
73 C -0.151 4.141 6.100  O74 1.418, H82 1.091, H83 1.088, H84 1.096
74 O -0.046 2.760 5.800  C73 1.418, C75 1.408
75 C -1.252 2.063 6.007  O74 1.408, C76 1.577, H85 1.099, H86 1.092
76 C -1.172 0.585 5.462  C75 1.577, N77 1.447, H87 1.090, H88 1.093
77 N 0.005 0.341 4.655  C76 1.447, C78 1.464, H89 1.014
78 C -0.141 0.841 3.286  N77 1.464, C79 1.557, H90 1.097, H91 1.091
79 C 1.206 0.708 2.517  C78 1.557, O80 1.394, H92 1.096, H93 1.099
80 O 1.210 1.375 1.294  C79 1.394, C81 1.415
81 C 1.023 2.776 1.363  O80 1.415, H94 1.092, H95 1.093, H96 1.092
82 H -0.965 4.576 5.519  C73 1.091
83 H 0.835 4.580 5.958  C73 1.088
84 H -0.327 4.225 7.179  C73 1.096
85 H -2.004 2.511 5.342  C75 1.099
86 H -1.693 2.068 7.006  C75 1.092
87 H -2.072 0.398 4.878  C76 1.090
88 H -1.201 -0.003 6.383  C76 1.093
89 H 0.708 0.926 5.092  N77 1.014
90 H -0.411 1.905 3.279  C78 1.097
91 H -0.953 0.347 2.750  C78 1.091
92 H 1.390 -0.363 2.376  C79 1.096
93 H 2.095 0.897 3.135  C79 1.099
94 H 1.655 3.197 0.578  C81 1.092
95 H 1.354 3.204 2.313  C81 1.093
96 H 0.005 3.109 1.151  C81 1.092
97 C -4.426 9.705 -1.153  O98 1.401, H106 1.098, H107 1.092, H108 1.091
98 O -3.175 9.124 -0.903  C97 1.401, C99 1.421
99 C -3.166 7.749 -1.259  O98 1.421, C100 1.506, H109 1.102, H110 1.094
100 C -1.830 7.078 -1.079  C99 1.506, N101 1.446, H111 1.097, H112 1.103
101 N -1.887 5.637 -0.962  C100 1.446, C102 1.463, H113 1.010
102 C -2.216 5.021 -2.247  N101 1.463, C103 1.528, H114 1.105, H115 1.087
103 C -2.135 3.499 -2.146  C102 1.528, O104 1.430, H116 1.091, H117 1.095
104 O -0.861 3.112 -1.624  C103 1.430, C105 1.422
105 C -0.925 1.790 -1.103  O104 1.422, H118 1.093, H119 1.097, H120 1.087
106 H -5.184 9.280 -0.481  C97 1.098
107 H -4.715 9.614 -2.203  C97 1.092
108 H -4.383 10.738 -0.807  C97 1.091
109 H -3.333 7.726 -2.348  C99 1.102
110 H -4.036 7.181 -0.916  C99 1.094
111 H -1.273 7.591 -0.285  C100 1.097
112 H -1.126 7.350 -1.884  C100 1.103
113 H -1.017 5.222 -0.663  N101 1.010
114 H -1.353 5.166 -2.921  C102 1.105
115 H -3.105 5.299 -2.807  C102 1.087
116 H -2.244 3.068 -3.143  C103 1.091
117 H -2.937 3.207 -1.460  C103 1.095
118 H 0.109 1.439 -1.157  C105 1.093
119 H -1.279 1.082 -1.862  C105 1.097
120 H -1.377 1.641 -0.126  C105 1.087
121 C 4.981 -6.127 -1.086  C122 1.532, H125 1.094, H126 1.091, H127 1.091
122 C 5.458 -5.063 -2.080  C121 1.532, C123 1.549, O124 1.427, H128 1.093
123 C 5.811 -3.759 -1.322  C122 1.549, H129 1.093, H130 1.094, H131 1.087
124 O 6.660 -5.495 -2.717  C122 1.427, H132 0.961
125 H 4.216 -6.791 -1.501  C121 1.094
126 H 4.504 -5.747 -0.183  C121 1.091
127 H 5.772 -6.807 -0.764  C121 1.091
128 H 4.689 -4.916 -2.842  C122 1.093
129 H 5.175 -3.674 -0.438  C123 1.093
130 H 5.466 -2.866 -1.853  C123 1.094
131 H 6.860 -3.701 -1.043  C123 1.087
132 H 7.140 -4.688 -2.916  O124 0.961
133 C 0.902 -1.618 -0.688  C134 1.536, H137 1.089, H138 1.091, H139 1.090
134 C 1.916 -1.506 -1.836  C133 1.536, C135 1.529, O136 1.410, H140 1.095
135 C 2.474 -2.843 -2.327  C134 1.529, H141 1.097, H142 1.095, H143 1.088
136 O 1.318 -0.810 -2.907  C134 1.410, H144 0.969
137 H 0.828 -0.644 -0.205  C133 1.089
138 H 1.327 -2.368 -0.019  C133 1.091
139 H -0.042 -1.879 -1.165  C133 1.090
140 H 2.751 -0.957 -1.388  C134 1.095
141 H 1.725 -3.561 -2.682  C135 1.097
142 H 2.821 -3.475 -1.503  C135 1.095
143 H 3.203 -2.658 -3.113  C135 1.088
144 H 0.600 -1.340 -3.284  O136 0.969